Entry 1:
73
Properties=species:S:1:pos:R:3 method="wB97M-V/def2-TZVPD" e_lumo_ev=-1.0 max_force_ev_per_a=2.926 energy_ev=-51557.045
C -3.191 -2.952 -3.755
O -3.731 -2.838 -2.457
C -3.946 -4.074 -1.812
C -2.664 -4.819 -1.436
C -2.260 -4.627 0.024
C -1.669 -3.232 0.220
C -1.498 -2.833 1.673
C -0.624 -1.588 1.924
C -0.754 -0.462 0.888
Nb 1.107 0.588 0.305
F 1.090 -0.055 -1.674
C 1.162 1.451 2.385
C 0.448 2.762 2.510
C -0.880 2.797 2.935
C -1.579 3.997 3.016
C -0.944 5.189 2.674
C -1.671 6.514 2.718
C 0.397 5.158 2.285
C 1.096 3.966 2.201
C -0.165 2.298 -0.430
C -0.588 2.033 -1.852
C 0.314 2.626 -2.936
O -1.082 3.090 -2.542
O 2.362 -0.856 0.764
C 2.287 -2.097 0.059
C 3.258 -2.167 -1.116
C 4.555 -2.852 -0.797
O 2.625 -2.936 -2.152
P 3.226 2.075 -0.264
O 4.056 1.255 -1.220
O 2.915 3.501 -0.990
O 4.138 2.532 0.986
H -3.840 -2.486 -4.491
H -2.217 -2.465 -3.781
H -3.027 -3.987 -4.045
H -4.610 -4.718 -2.392
H -4.479 -3.838 -0.895
H -1.832 -4.516 -2.066
H -2.807 -5.883 -1.621
H -1.497 -5.361 0.272
H -3.138 -4.713 0.660
H -2.362 -2.529 -0.242
H -0.750 -3.146 -0.359
H -2.473 -2.707 2.140
H -1.027 -3.669 2.193
H 0.397 -1.917 2.092
H -0.940 -1.176 2.879
H -1.402 0.302 1.316
H -1.239 -0.751 -0.047
H 0.673 0.693 2.992
H 2.185 1.579 2.734
H -1.387 1.878 3.193
H -2.611 4.001 3.330
H -2.715 6.350 2.470
H -1.277 7.146 1.929
H -1.575 6.992 3.685
H 0.886 6.088 2.033
H 2.125 3.914 1.886
H -1.120 2.363 0.088
H 0.351 3.250 -0.495
H -1.004 1.066 -2.081
H 0.820 3.550 -2.696
H 0.158 2.421 -3.987
H 2.513 -2.889 0.772
H 1.276 -2.275 -0.299
H 3.427 -1.153 -1.472
H 5.129 -2.254 -0.096
H 5.136 -2.907 -1.713
H 4.407 -3.870 -0.459
H 2.017 -2.356 -2.614
H 3.410 3.541 -1.817
H 4.248 1.795 1.596
Li 2.382 1.194 -2.720


Entry 2:
77
Properties=species:S:1:pos:R:3 method="wB97M-V/def2-TZVPD" s2=2.02 e_lumo_ev="-9.7 / -10.1" multiplicity=3 total_charge=+3 max_force_ev_per_a=0.427 energy_ev=-150396.477
Tc 1.010 -0.861 0.808
N 0.665 -0.381 4.207
C 0.859 -1.639 3.806
N 0.904 -2.008 2.524
C 1.209 -3.372 2.405
C 1.301 -4.033 3.570
S 1.062 -2.952 4.901
C 1.512 -3.786 1.044
C 1.940 -4.957 0.543
S 2.375 -4.782 -1.125
C 1.948 -3.119 -1.068
N 1.473 -2.735 0.114
N 2.042 -2.291 -2.118
H 0.812 0.374 3.548
H 0.733 -0.151 5.186
H 1.529 -5.072 3.743
H 2.071 -5.901 1.044
H 2.564 -2.588 -2.928
H 2.049 -1.297 -1.927
C -4.202 0.978 0.191
Si -2.455 1.302 0.789
C -2.278 0.810 2.586
C -1.851 3.028 0.402
Ge -0.878 -0.020 -0.567
Si -1.030 0.422 -3.010
C -2.852 0.713 -3.272
C -0.416 -1.017 -4.025
C -0.040 1.981 -3.237
Si -3.055 -3.688 -0.078
C -2.569 -3.702 1.681
C -1.900 -4.393 -1.303
C -4.665 -3.016 -0.594
H -4.759 1.919 0.217
H -4.716 0.291 0.865
H -4.281 0.595 -0.826
H -2.311 1.690 3.232
H -1.346 0.287 2.793
H -3.102 0.160 2.887
H -2.255 3.725 1.142
H -2.197 3.353 -0.581
H -0.764 3.109 0.428
H -3.451 -0.196 -3.181
H -2.997 1.091 -4.287
H -3.253 1.465 -2.592
H -0.657 -1.990 -3.597
H 0.663 -0.969 -4.177
H -0.881 -0.964 -5.013
H -0.569 2.855 -2.853
H 0.095 2.122 -4.314
H 0.945 1.938 -2.776
H -1.690 -3.062 1.827
H -2.269 -4.714 1.970
H -3.369 -3.360 2.337
H -0.965 -3.819 -1.300
H -2.312 -4.408 -2.312
H -1.636 -5.413 -1.007
H -5.036 -2.243 0.080
H -5.381 -3.851 -0.546
H -4.665 -2.662 -1.625
C 4.831 6.601 0.005
C 4.151 5.275 0.138
C 2.911 5.165 0.772
C 2.292 3.941 0.924
C 2.936 2.810 0.423
C 4.182 2.880 -0.208
C 4.771 4.117 -0.348
S 2.213 1.278 0.610
O 1.095 1.270 1.605
O 3.143 0.202 0.975
O 1.523 0.753 -0.658
H 4.142 7.426 0.173
H 5.283 6.712 -0.980
H 5.635 6.678 0.741
H 2.433 6.054 1.161
H 1.341 3.860 1.432
H 4.677 1.986 -0.563
H 5.735 4.193 -0.833


Entry 3:
74
Properties=species:S:1:pos:R:3 method="wB97M-V/def2-TZVPD" e_lumo_ev=1.6 total_charge=-1 max_force_ev_per_a=2.668 energy_ev=-81635.615
C 1.695 0.245 0.029
C 1.157 -0.615 -1.076
C -0.043 -1.265 -0.886
C -0.525 -2.077 -1.854
C 0.122 -2.268 -3.027
C 1.310 -1.631 -3.241
C 1.830 -0.811 -2.269
C 3.163 -0.185 -2.557
P 4.578 -1.321 -1.814
O 5.809 -0.121 -2.178
C 7.019 -0.447 -1.575
C 7.094 -1.977 -1.516
O 5.788 -2.356 -1.086
H 2.166 -0.407 0.763
H 0.895 0.768 0.547
H 2.414 0.972 -0.321
H -0.569 -1.116 0.042
H -1.460 -2.601 -1.677
H -0.262 -2.929 -3.790
H 1.865 -1.766 -4.155
H 3.205 0.819 -2.136
H 3.285 -0.088 -3.636
H 4.799 -1.865 -3.156
H 3.622 -2.390 -1.647
H 4.316 -0.720 -0.525
H 7.911 -0.100 -2.099
H 6.929 -0.159 -0.518
H 7.752 -2.364 -0.737
H 7.237 -2.454 -2.491
C 0.511 1.657 -6.716
C -0.040 0.858 -7.907
C 1.068 -0.097 -8.369
S 2.071 -0.438 -6.912
O 3.383 0.111 -7.131
O 1.878 -1.809 -6.523
C 1.176 0.636 -5.797
H -0.276 2.203 -6.197
H 1.250 2.381 -7.068
H -0.911 0.284 -7.585
H -0.359 1.510 -8.720
H 0.670 -1.034 -8.751
H 1.713 0.363 -9.115
H 1.870 1.075 -5.084
H 0.438 0.029 -5.274
C -3.406 1.745 3.389
C -4.503 2.063 2.367
C -3.907 1.843 0.969
S -2.625 0.596 1.164
O -1.354 1.202 0.881
O -3.047 -0.626 0.533
C -2.787 0.428 2.938
H -3.802 1.664 4.402
H -2.650 2.535 3.376
H -5.347 1.387 2.520
H -4.876 3.081 2.479
H -4.646 1.480 0.259
H -3.435 2.746 0.585
H -1.808 0.235 3.371
H -3.457 -0.410 3.132
C -2.690 0.416 8.990
C -3.492 -0.885 8.854
C -4.874 -0.516 8.299
S -4.640 0.981 7.332
O -5.357 2.058 7.963
O -4.815 0.683 5.931
C -2.895 1.171 7.681
H -1.634 0.223 9.176
H -3.077 1.005 9.824
H -2.983 -1.555 8.159
H -3.581 -1.407 9.806
H -5.280 -1.291 7.654
H -5.582 -0.287 9.093
H -2.652 2.229 7.744
H -2.342 0.706 6.864


Entry 4:
112
Properties=species:S:1:pos:R:3 method="wB97M-V/def2-TZVPD" e_lumo_ev=-1.0 max_force_ev_per_a=5.693 energy_ev=-537994.886
O 0.696 -2.224 2.387
C 0.302 -1.147 1.883
F 0.120 -1.071 0.474
N -0.011 -0.044 2.791
C 0.545 1.245 2.353
O 1.734 1.598 2.468
O -0.348 2.212 1.727
C -1.220 2.785 2.703
O -0.723 3.308 3.735
O -2.655 2.818 2.598
P -3.371 1.263 2.548
O -2.922 0.266 3.883
O -5.092 1.346 2.625
S -2.969 0.310 0.873
H 0.203 -0.265 3.773
H -2.798 -0.626 3.444
H -5.351 0.430 2.340
C -3.622 -3.928 2.848
Cl -5.144 -3.241 3.422
Cl -2.509 -2.656 2.330
H -3.159 -4.493 3.657
H -3.825 -4.588 2.006
C 4.482 -0.750 1.472
Cl 2.754 -1.088 1.303
Cl 5.172 -1.644 2.832
H 4.990 -1.047 0.556
H 4.622 0.317 1.642
C 2.791 4.119 0.055
Cl 4.111 3.239 -0.724
Cl 1.967 5.174 -1.097
H 2.076 3.402 0.456
H 3.198 4.725 0.863
C 6.981 -1.600 6.256
Cl 6.984 -2.847 5.002
Cl 5.388 -0.851 6.411
H 7.252 -2.055 7.207
H 7.709 -0.834 5.993
C -0.457 5.550 -4.093
Cl 0.420 7.020 -3.648
Cl -2.159 5.904 -4.409
H -0.009 5.128 -4.990
H -0.389 4.834 -3.275
C -5.574 -6.499 -0.274
Cl -6.332 -4.905 -0.187
Cl -4.611 -6.828 1.171
H -6.351 -7.257 -0.361
H -4.924 -6.535 -1.148
C -5.895 6.539 -5.021
Cl -6.793 5.524 -3.885
Cl -6.977 7.643 -5.882
H -5.158 7.120 -4.468
H -5.393 5.901 -5.747
C -7.105 1.933 -2.944
Cl -8.843 1.650 -3.103
Cl -6.434 1.018 -1.587
H -6.610 1.617 -3.861
H -6.935 2.997 -2.779
C -2.978 -8.473 4.655
Cl -2.476 -6.882 4.067
Cl -3.938 -9.327 3.442
H -2.091 -9.061 4.882
H -3.576 -8.346 5.556
C 7.617 1.859 0.963
Cl 6.923 0.952 -0.386
Cl 7.593 0.905 2.450
H 8.648 2.116 0.723
H 7.037 2.768 1.116
C 2.339 -1.573 -2.277
Cl 3.761 -0.705 -1.684
Cl 2.749 -2.633 -3.631
H 1.931 -2.177 -1.467
H 1.596 -0.848 -2.608
C 5.723 -5.388 2.081
Cl 5.692 -6.365 0.608
Cl 7.364 -5.250 2.725
H 5.348 -4.391 1.851
H 5.088 -5.858 2.830
C -3.389 -12.574 5.967
Cl -2.451 -11.146 6.420
Cl -5.076 -12.155 5.647
H -2.957 -13.011 5.068
H -3.352 -13.295 6.782
C -2.958 0.065 7.235
Cl -4.521 -0.711 6.957
Cl -1.948 -0.899 8.320
H -2.445 0.177 6.281
H -3.123 1.044 7.682
C 3.141 4.732 -5.422
Cl 2.254 3.704 -4.290
Cl 2.048 5.815 -6.295
H 3.862 5.330 -4.867
H 3.661 4.100 -6.141
C -7.816 11.014 -5.533
Cl -9.229 12.032 -5.837
Cl -6.394 11.627 -6.384
H -7.612 11.002 -4.463
H -8.028 10.003 -5.879
C 7.726 -5.289 -2.358
Cl 6.297 -4.286 -2.631
Cl 9.131 -4.648 -3.218
H 7.944 -5.311 -1.291
H 7.523 -6.298 -2.714
C 5.951 -1.464 -4.693
Cl 5.477 0.213 -4.395
Cl 6.511 -1.684 -6.356
H 6.756 -1.730 -4.010
H 5.093 -2.109 -4.521
C -1.562 9.012 -7.063
Cl -3.151 8.637 -6.387
Cl -1.175 7.945 -8.419
H -1.561 10.043 -7.413
H -0.809 8.884 -6.286


Entry 5:
75
Properties=species:S:1:pos:R:3 method="wB97M-V/def2-TZVPD" s2=8.76 e_lumo_ev="0.1 / 0.1" multiplicity=6 max_force_ev_per_a=2.205 energy_ev=-99497.557
C 0.672 2.319 2.615
C -0.828 2.306 2.656
H 1.067 3.339 2.644
H 1.049 1.824 1.707
H 1.107 1.777 3.467
C -1.603 3.387 2.825
C -1.130 4.773 3.065
H -2.683 3.273 2.749
H -0.045 4.877 3.009
H -1.443 5.147 4.047
H -1.574 5.451 2.327
Sm -0.325 -0.807 -0.255
Cl -0.092 -2.374 1.871
Cl 2.151 0.084 -0.389
H 0.243 -5.571 -3.481
H 2.349 -6.007 -1.882
C 0.596 -4.533 -3.533
C 2.571 -4.939 -2.015
N 1.351 -4.203 -2.325
H -0.258 -3.855 -3.581
C 0.895 -3.276 -1.506
O -0.203 -2.677 -1.698
H 2.968 -4.536 -1.079
H 1.518 -3.024 -0.623
H 1.234 -4.396 -4.415
H 3.314 -4.803 -2.812
H -0.015 3.161 -0.280
H -2.468 3.778 -0.185
C -0.123 2.868 -1.334
C -2.489 3.576 -1.268
N -1.523 2.545 -1.609
H 0.534 2.016 -1.540
C -1.930 1.346 -1.993
O -1.160 0.352 -2.115
H -3.484 3.220 -1.559
H -3.014 1.251 -2.195
H 0.170 3.722 -1.957
H -2.249 4.494 -1.815
O -1.256 0.834 0.901
C -1.471 0.986 2.244
C -3.979 1.041 1.653
C -2.963 0.791 2.580
H -3.693 1.323 0.639
C -5.318 0.877 2.017
H -0.914 0.193 2.780
C -3.289 0.287 3.842
H -6.095 1.083 1.278
C -5.638 0.456 3.313
C -4.623 0.144 4.224
H -2.477 0.011 4.515
H -6.681 0.349 3.597
H -4.870 -0.205 5.225
Si 6.601 0.554 -1.461
Cl 6.631 2.318 -0.365
C 5.821 0.992 -3.103
C 5.599 -0.639 -0.440
C 8.372 -0.030 -1.669
H 4.816 1.404 -2.942
H 5.732 0.107 -3.747
H 6.425 1.743 -3.631
H 8.973 0.713 -2.210
H 8.410 -0.972 -2.233
H 8.844 -0.203 -0.692
H 4.585 -0.243 -0.283
H 6.066 -0.795 0.543
H 5.499 -1.611 -0.940
C -4.846 -2.721 -0.122
C -3.351 -2.618 -0.170
N -2.707 -3.803 -0.177
O -2.744 -1.527 -0.213
H -5.145 -3.773 -0.117
H -5.289 -2.221 -0.989
H -5.228 -2.228 0.777
H -1.707 -3.842 -0.038
H -3.236 -4.662 -0.126


Entry 6:
78
Properties=species:S:1:pos:R:3 method="wB97M-V/def2-TZVPD" e_lumo_ev=-9.5 total_charge=+1 max_force_ev_per_a=3.435 energy_ev=-67165.678
Mg 11.713 8.370 18.941
P 11.677 12.251 15.268
F 10.489 13.069 16.086
F 11.703 13.353 14.105
F 12.887 13.119 15.954
F 12.806 11.238 14.631
F 11.683 11.265 16.564
F 10.639 11.384 14.365
C 15.752 10.947 23.920
C 14.964 10.633 22.780
N 14.297 10.307 21.894
H 15.310 10.483 24.802
H 15.853 12.028 24.016
H 16.776 10.573 23.884
C 7.646 5.233 13.988
C 8.479 5.801 15.122
N 9.095 6.254 15.992
H 8.076 5.402 13.000
H 6.642 5.635 14.118
H 7.635 4.160 14.182
C 7.877 12.930 10.059
C 7.188 13.429 8.879
N 6.578 13.806 7.964
H 7.686 11.857 10.067
H 7.596 13.487 10.953
H 8.948 13.059 9.903
C 14.658 14.721 8.246
C 15.464 15.668 7.457
C 16.735 14.947 7.158
O 16.853 13.977 8.166
C 15.717 13.926 9.043
H 13.900 14.019 7.899
H 14.028 15.333 8.892
H 15.562 16.655 7.909
H 14.959 16.010 6.554
H 17.494 15.728 7.187
H 16.756 14.336 6.256
H 15.948 14.255 10.056
H 15.447 12.875 9.149
C 6.517 11.485 20.449
C 6.828 11.288 21.914
C 8.255 10.779 21.859
O 8.533 10.320 20.531
C 7.266 10.337 19.823
H 6.983 12.343 19.964
H 5.463 11.497 20.170
H 6.179 10.579 22.428
H 6.571 12.150 22.530
H 8.366 9.983 22.595
H 8.936 11.561 22.195
H 6.802 9.398 20.124
H 7.196 10.384 18.736
C 10.504 20.790 15.662
C 9.780 20.783 16.952
C 10.224 19.536 17.656
O 11.634 19.650 17.485
C 11.895 20.251 16.148
H 10.558 21.739 15.130
H 10.087 19.964 15.085
H 8.698 20.843 16.832
H 10.042 21.651 17.558
H 10.020 18.508 17.358
H 9.968 19.530 18.716
H 12.357 19.516 15.489
H 12.667 20.972 16.419
C 17.326 16.699 19.162
C 16.597 17.097 20.430
C 15.825 15.788 20.761
O 16.850 14.756 20.493
C 17.687 15.150 19.447
H 18.158 17.379 18.979
H 16.637 16.607 18.322
H 15.875 17.910 20.353
H 17.326 17.319 21.209
H 14.884 15.770 20.212
H 15.373 15.808 21.752
H 17.552 14.565 18.537
H 18.699 15.017 19.831